Entry 1:
One molecule with the formula C2H3P3 at a distorted geometry, computed with the ωB97M-V functional and the def2-TZVPD basis.

Last column: Löwdin charge in e.
Cartesian coordinates (Å):
H -1.314 1.534 0.215  0.04
C -0.714 -0.562 -0.025  -0.42
H -0.460 -0.815 -1.047  0.01
H -1.702 -0.888 0.181  0.04
P 1.232 -1.707 0.339  0.40
P 2.355 -0.047 -0.034  0.09
P 1.058 1.626 0.242  0.48
C -0.456 0.858 0.130  -0.64

## Properties
Total charge: 0
SMILES: C1=P#P=PC1
Energy above the lowest of the compared OMol25 structures with the same formula, charge and spin: 119.9 kJ/mol

Entry 2:
An isolated ion of composition C5H7ClN3 and charge +1, computed with the ωB97M-V functional and the def2-TZVPD basis.

Last column: Löwdin charge in e.
Cartesian coordinates (Å):
C -0.176 -1.149 -0.303  0.05
H 1.796 0.490 -1.539  0.13
C -0.912 1.025 0.087  -0.02
H 2.260 0.217 1.338  0.09
H -1.730 -2.586 -0.067  0.14
H -0.776 2.089 0.137  0.14
H 2.662 -0.853 0.187  0.07
N -2.107 0.530 0.360  -0.49
N -2.456 -0.735 0.324  0.11
N 2.539 0.136 0.367  0.04
Cl -3.354 1.612 0.804  0.85
C 1.527 0.711 -0.518  -0.20
H 0.546 -1.903 -0.555  0.14
C -1.472 -1.544 -0.016  -0.04
H 1.515 1.781 -0.356  0.12
C 0.139 0.181 -0.251  -0.14

## Properties
Total charge: +1
SMILES: NCc1ccn[n+](Cl)c1
Energy above the lowest of the compared OMol25 structures with the same formula, charge and spin: 84.5 kJ/mol

Entry 3:
One molecule with the formula C5H8O, computed with the ωB97M-V functional and the def2-TZVPD basis.

Last column: Löwdin charge in e.
Cartesian coordinates (Å):
H -0.522 -1.467 1.543  0.11
H 2.234 0.761 -0.366  0.09
C -1.227 0.479 0.732  -0.25
H -2.074 0.893 1.283  0.14
H 1.766 -0.530 -1.488  0.09
C -0.774 0.761 -0.707  -0.04
H -1.311 -1.635 -0.097  0.11
C 1.741 -0.216 -0.438  0.00
C 0.325 -0.031 0.028  -0.47
H -0.513 1.799 -0.924  0.12
H 2.303 -0.934 0.165  0.08
C -0.763 -0.982 0.593  -0.02
H -1.302 0.265 -1.527  0.11
O 0.116 0.837 1.204  -0.06

## Properties
Total charge: 0
Energy above the lowest of the compared OMol25 structures with the same formula, charge and spin: 265.3 kJ/mol

Entry 4:
One molecule with the formula C4H7NO2, computed with the ωB97M-V functional and the def2-TZVPD basis.

Last column: Löwdin charge in e.
Cartesian coordinates (Å):
H -0.608 0.723 -2.093  0.12
O -0.400 1.154 1.242  0.05
C 0.455 -0.669 -0.054  -0.05
H 0.973 -1.549 0.370  0.12
H -1.797 -0.836 0.363  0.15
O -1.461 -1.195 -1.673  -0.04
H -2.353 0.760 -1.564  0.11
C -1.047 -0.681 -0.423  -0.30
C 0.567 0.465 0.963  -0.54
C -1.404 0.225 -1.523  -0.12
H 2.575 0.114 1.398  0.10
H 1.027 -0.475 -0.974  0.13
H 1.726 1.322 2.357  0.11
N 1.746 0.642 1.610  0.15

## Properties
Total charge: 0
SMILES: NC(=O)C[C@H]1CO1
Energy above the lowest of the compared OMol25 structures with the same formula, charge and spin: 161.4 kJ/mol

Entry 5:
C4H8O4SYb as an isolated structure at a distorted geometry, computed with the ωB97M-V functional and the def2-TZVPD basis.

Last column: Löwdin charge in e.
Cartesian coordinates (Å):
O 0.946 1.173 -0.858  -0.13
H -1.041 -2.453 -0.471  0.13
C -0.877 1.143 1.028  -0.14
O -0.875 -1.534 -0.692  0.01
S -0.623 1.721 -0.622  0.69
O -0.527 3.122 -0.630  -0.17
H -0.387 1.875 1.655  0.12
H 1.222 -0.603 -1.834  0.02
H -0.980 -0.874 1.788  0.15
Yb 1.952 -2.034 -1.799  1.78
H -1.933 1.173 1.248  0.13
C 0.181 -1.006 0.080  -0.40
H 0.734 -1.888 0.470  0.14
H 2.172 -0.293 -0.341  0.16
O -1.458 1.058 -1.542  -0.19
C 1.151 -0.164 -0.799  -0.34
H 0.584 -0.174 2.009  0.14
C -0.240 -0.242 1.312  -0.09

## Properties
Total charge: +2

Entry 6:
C23H25BrN3O9P2Sr as an isolated structure at a distorted geometry, computed with the ωB97M-V functional and the def2-TZVPD basis.

Last column: Löwdin charge in e.
Cartesian coordinates (Å):
C 1.312 1.713 -1.955  -0.78
C -1.965 -4.381 -0.552  -0.09
H -2.393 -4.414 -1.545  0.10
C 1.544 1.608 2.454  -0.74
H 1.746 3.480 -4.166  0.13
C -1.971 2.816 -3.310  -0.08
C -0.884 -4.327 1.993  -0.09
C 0.716 3.295 -3.896  0.07
C -1.728 -5.568 0.123  -0.10
H -0.249 -2.170 -2.544  0.04
H -0.469 -4.335 2.990  0.08
C -1.647 -3.166 0.031  -0.39
P -0.638 -1.483 1.940  0.88
H 0.587 -1.028 3.989  0.03
H 1.228 -2.465 3.184  0.04
C 3.695 1.245 3.377  -0.31
C -1.638 3.699 -4.320  0.08
O -3.700 1.528 -2.595  0.07
H -0.269 -2.575 4.151  0.03
H 5.411 0.974 4.185  0.11
O 4.679 1.604 4.228  0.07
C 0.392 2.477 -2.866  -0.05
H 1.874 -3.447 0.440  0.07
C 2.740 -0.156 1.691  -0.12
C -1.308 -1.922 -2.529  -0.23
H -1.008 -6.462 1.931  0.09
H -3.907 -0.663 -1.592  0.01
C 2.527 2.006 3.341  -0.03
O -4.112 3.544 -3.213  0.05
C 1.510 -2.908 -0.457  -0.28
O 1.218 4.797 -6.067  0.04
H 2.390 -2.644 -1.066  0.07
C 3.790 0.130 2.543  0.02
H 4.671 -0.496 2.570  0.11
H -2.091 -0.197 3.403  0.02
P -1.816 -1.555 -0.808  0.86
O 0.780 -1.800 -0.120  -0.77
O 1.449 2.144 -0.792  -0.14
H -2.590 -1.910 3.444  0.03
H -1.458 -1.000 -3.090  0.04
Br -0.100 2.523 2.396  0.83
H 2.408 2.866 3.980  0.11
Sr 0.355 0.221 -0.440  1.42
H -2.976 -0.888 2.034  0.02
C -0.308 3.915 -4.648  -0.17
C -1.190 -5.540 1.396  -0.10
H -4.158 -1.582 -0.095  0.03
H 2.745 -1.002 1.020  0.11
N 1.635 0.573 1.650  -0.12
C -0.968 2.137 -2.529  -0.31
N 0.035 4.700 -5.763  -0.38
C -2.239 -1.098 2.806  -0.28
O 1.673 0.585 -2.314  -0.07
H -2.426 4.190 -4.873  0.13
O -0.862 5.243 -6.398  0.04
C 0.312 -1.949 3.471  -0.27
H -3.971 -2.447 -1.642  0.03
H -1.967 -6.515 -0.341  0.09
N -3.341 2.614 -3.015  -0.36
O -1.227 1.339 -1.606  -0.21
C -3.652 -1.579 -1.062  -0.25
H 0.924 -3.640 -1.042  0.07
C -1.104 -3.135 1.319  -0.38
H -1.905 -2.720 -2.976  0.04

## Properties
Total charge: -1
Energy above the lowest of the compared OMol25 structures with the same formula, charge and spin: 187.3 kJ/mol

| no. | frontier orbital gap (eV) |
| --- | --- |
| 1 | 7.34 |
| 2 | 8.23 |
| 3 | 10.46 |
| 4 | 10.68 |
| 5 | 7.70 |
| 6 | 6.82 |